P | Below is a molecular structure, C6H9NO, with properties calculated with wB97M-V/def2-TZVPD.

As for the multiplicity: 1. For the HOMO energy, the calculation gives -8.657 eV.

Last column: Mulliken charge in e.
CARTESIAN COORDINATES (ANGSTROEM)
C -1.0929 -0.4269 0.0237  -0.12
C -1.0116 0.7295 -0.8926  -0.48
C 1.3999 -0.7516 0.9355  -1.30
C 0.1561 0.1207 1.0339  0.98
N -0.8476 -1.7243 -0.5907  -0.65
C 0.4217 1.5087 -0.4422  -0.66
C 1.1976 2.3913 -0.7383  -0.08
O -0.1889 0.6380 2.0994  -0.61
H -1.9782 -0.4115 0.6622  0.31
H -1.5025 -1.8992 -1.3481  0.20
H -0.9596 -2.4640 0.0978  0.25
H -0.8925 0.4888 -1.9479  0.39
H -1.7471 1.5046 -0.6840  0.26
H 2.2674 -0.1009 1.0589  0.36
H 1.3719 -1.4826 1.7468  0.35
H 1.5027 -1.2687 -0.0157  0.40
H 1.9036 3.1482 -0.9987  0.41


Q | Below is a single C6H9NO molecule, with properties calculated with wB97M-V/def2-TZVPD.

As for the multiplicity: 1. Its structure (SMILES) is C=C[C@](C)(O)CC#N. For the HOMO energy, the calculation gives -9.546 eV.

Last column: Mulliken charge in e.
CARTESIAN COORDINATES (ANGSTROEM)
C -0.3996 -2.2644 -0.2034  -0.85
C 0.1918 -1.1655 -0.6584  -0.16
C 0.4501 0.0750 0.2238  0.78
C 1.7898 0.7095 -0.1099  -1.30
O 0.3368 0.0007 1.6020  -0.55
C -0.8728 1.3174 -0.3127  -0.61
C -2.1613 1.0769 0.2559  0.28
N -3.1151 1.0517 0.9129  -0.44
H -0.2816 -3.1159 -0.7350  0.36
H -0.8457 -2.4052 0.8062  0.16
H 0.6186 -1.0730 -1.7442  0.20
H 1.7946 1.5988 0.5855  0.32
H 2.7235 0.2556 0.1801  0.36
H 1.5998 0.9203 -1.1381  0.35
H -0.5642 -0.2939 1.8012  0.37
H -0.7918 1.0912 -1.4106  0.31
H -0.4729 2.2208 -0.0554  0.41


The structure with the most favorable energy is Q; the runner-up is 37.7 kcal/mol above it.


P | Below is 2 unconnected molecules or ions with the total composition C6H9NO, with properties calculated with wB97M-V/def2-TZVPD.

As for the multiplicity: 1. Its structure (SMILES) is c1ccncc1.CO. For the HOMO energy, the calculation gives -9.450 eV.

Last column: Mulliken charge in e.
CARTESIAN COORDINATES (ANGSTROEM)
C -1.5363 -1.1070 2.0195  -0.08
C -0.5729 -0.2099 2.2250  -0.59
C -0.1668 0.5089 1.0831  -0.05
N -0.4466 0.2120 -0.1482  -0.29
C -1.2314 -0.8438 -0.3866  -0.24
C -1.8700 -1.4493 0.5921  -0.61
H -1.9751 -1.6602 2.9083  0.30
H -0.1398 0.0345 3.1542  0.40
H 0.8200 1.1337 1.0845  0.25
H -1.3934 -1.0035 -1.4715  0.38
H -2.6079 -2.1197 0.5232  0.46
C 2.1724 1.1053 -2.0200  -0.47
O 1.0201 1.9390 -2.0163  -0.50
H 3.0621 1.3061 -2.7618  0.26
H 2.7755 0.8760 -1.0462  0.18
H 1.7736 -0.0569 -2.0726  0.15
H 0.3166 1.3347 -1.6669  0.46


Q | Below is a single C6H9NO molecule, with properties calculated with wB97M-V/def2-TZVPD.

As for the multiplicity: 1. Its structure (SMILES) is C=C[C@@](C)(N)C=C=O. For the HOMO energy, the calculation gives -8.979 eV.

Last column: Mulliken charge in e.
CARTESIAN COORDINATES (ANGSTROEM)
C -0.4901 2.0189 -0.1278  -0.85
C -0.5625 0.8075 -0.6564  -0.48
C -0.0537 -0.5684 -0.0002  1.64
C -0.7508 -0.7903 1.3408  -1.61
N -0.2776 -1.7079 -0.8457  -0.66
C 1.4349 -0.3704 0.1664  -1.17
C 1.9821 0.5735 -0.5473  0.61
O 2.6257 1.4238 -1.0363  -0.42
H -1.0169 2.8582 -0.5549  0.27
H 0.2033 2.2375 0.6695  0.29
H -1.2328 0.6399 -1.4940  0.26
H -0.4199 -1.7390 1.7601  0.42
H -1.8313 -0.8101 1.2057  0.41
H -0.4960 0.0019 2.0386  0.37
H -1.2614 -1.9276 -0.9492  0.26
H 0.1512 -1.6010 -1.7571  0.28
H 1.9958 -1.0465 0.7879  0.39


R | Below is a molecular structure, C6H9NO, with properties calculated with wB97M-V/def2-TZVPD.

As for the multiplicity: 1. For the HOMO energy, the calculation gives -8.944 eV.

Last column: Mulliken charge in e.
CARTESIAN COORDINATES (ANGSTROEM)
C -0.5489 -1.4382 0.4984  -0.86
C 1.0425 0.1182 0.7897  -0.28
C 0.5864 1.1954 -0.8506  -0.19
C -0.4990 0.3388 -1.5222  -0.71
C -1.0914 -0.1007 -0.1219  -0.17
C -0.1325 0.9747 0.4825  -0.19
H -1.2202 -1.6847 1.2864  0.38
H -0.4782 -2.1193 -0.3254  0.31
H 1.2126 -1.5635 1.9599  0.34
H 1.6856 0.4257 1.5810  0.46
H 0.8490 2.1415 -1.2777  0.40
H -1.2541 0.9991 -1.9922  0.30
H -0.0291 -0.4399 -2.2055  0.31
H -2.2062 0.1523 -0.0509  0.37
H -0.4178 1.8428 1.1708  0.38
N 0.7910 -1.2270 0.9895  -0.37
O 1.7103 0.3847 -0.4119  -0.49


S | Below is a single C6H9NO molecule, with properties calculated with wB97M-V/def2-TZVPD.

As for the multiplicity: 1. Its structure (SMILES) is C/C=C(\C)OC=C=N. For the HOMO energy, the calculation gives -8.086 eV.

Last column: Mulliken charge in e.
CARTESIAN COORDINATES (ANGSTROEM)
C -0.3181 -0.0056 -2.1659  -1.28
C 0.0459 0.2015 -0.7283  -0.32
C -0.6879 -0.1820 0.3184  0.88
C -2.0097 -0.8905 0.2855  -1.19
O -0.3468 0.0569 1.6225  -0.38
C 0.8641 0.6160 1.9604  -0.27
C 2.0081 0.5513 1.3269  0.33
N 3.0954 0.8748 0.8651  -0.52
H 0.0791 0.8058 -2.7776  0.34
H 0.1045 -0.9476 -2.5441  0.24
H -1.4021 -0.0391 -2.3259  0.36
H 0.9098 0.8349 -0.5813  0.30
H -2.7821 -0.2419 0.7070  0.28
H -1.9683 -1.7838 0.8889  0.30
H -2.3028 -1.1725 -0.7237  0.34
H 0.8293 1.0867 2.9360  0.33
H 3.8813 0.2349 0.9362  0.27


The structure with the most favorable energy is Q; the runner-up is 13.0 kcal/mol above it.


P | Below is a molecular structure, C6H9NO, with properties calculated with wB97M-V/def2-TZVPD.

As for the multiplicity: 1. For the HOMO energy, the calculation gives -9.066 eV.

Last column: Mulliken charge in e.
CARTESIAN COORDINATES (ANGSTROEM)
C 1.7909 -0.2800 -0.8067  -1.37
C 0.4289 0.6703 -0.6654  0.39
C 0.0908 0.8771 0.8102  -0.60
C -0.9219 0.1622 1.4879  0.46
C -1.6300 -0.7776 0.7888  -0.45
C -1.4297 -0.9150 -0.4653  -0.10
H 2.5999 -0.2290 -1.6250  0.34
H 2.4390 0.2631 -0.1113  0.38
H 1.8168 -1.3282 -0.2444  0.33
H 0.8532 1.7197 -1.1018  0.21
H -0.3495 1.9629 0.8135  0.26
H 0.8885 1.1988 1.4714  0.41
H -2.5493 -0.9189 1.4233  0.32
H -1.8572 -1.7800 -1.1333  0.22
H -0.1151 -1.0882 -2.0231  0.37
N -0.6584 -0.0600 -1.3259  -0.46
O -1.3968 0.5227 2.7070  -0.69


Q | Below is a molecular structure, C6H9NO, with properties calculated with wB97M-V/def2-TZVPD.

As for the multiplicity: 1. For the HOMO energy, the calculation gives -8.739 eV.

Last column: Mulliken charge in e.
CARTESIAN COORDINATES (ANGSTROEM)
C 0.2285 -1.4254 1.7850  -1.38
C 0.3186 -0.4816 0.5810  0.92
C -0.0003 0.9044 0.6205  -0.31
C -0.4019 1.1361 -0.8713  -0.31
C -1.5305 0.1042 -0.8691  -0.66
C -0.2589 -0.7745 -0.7699  -0.52
H 0.0821 -0.7625 2.6753  0.33
H 1.0824 -1.9434 1.9452  0.39
H -0.6381 -2.1813 1.5865  0.29
H 1.6851 0.5198 1.6947  0.34
H -0.4249 1.6523 1.4224  0.29
H -0.4117 2.1180 -1.1904  0.63
H -2.2484 0.0246 -0.0448  0.27
H -1.9904 -0.0063 -1.8335  0.30
H -0.2599 -1.6854 -1.2517  0.64
N 1.3573 0.4708 0.6936  -0.74
O 0.4361 0.2737 -1.5896  -0.49


R | Below is 2 unconnected molecules or ions with the total composition C6H9NO, with properties calculated with wB97M-V/def2-TZVPD.

As for the multiplicity: 1. For the HOMO energy (alpha / beta), the calculation gives -8.700 / -8.943 eV.

Last column: Mulliken charge in e.
CARTESIAN COORDINATES (ANGSTROEM)
C 2.9727 -0.9103 0.6601  -0.27
C 2.2744 -0.2847 -0.2318  -0.12
C 3.6487 0.0842 -0.1631  0.48
C -0.9269 1.3704 -0.1438  -1.18
C -0.3549 -0.9603 0.8976  -1.43
C -0.6782 -0.1504 -0.3962  0.53
N 0.2553 -0.5613 -1.3969  -0.53
O 4.5852 0.7604 -0.4254  -0.50
H 3.0727 -1.5258 1.5981  0.33
H 0.1176 1.9140 -0.0536  0.23
H -1.4027 1.7718 -0.9354  0.41
H -1.5278 1.5105 0.8494  0.30
H -1.1815 -1.1328 1.5677  0.42
H 0.4062 -0.6821 1.5470  0.39
H 0.0533 -1.9880 0.6210  0.39
H -1.6707 -0.4116 -0.7582  0.29
H 0.5469 0.1670 -2.0334  0.26


S | Below is a single C6H9NO molecule, with properties calculated with wB97M-V/def2-TZVPD.

As for the multiplicity: 1. For the HOMO energy, the calculation gives -8.136 eV.

Last column: Mulliken charge in e.
CARTESIAN COORDINATES (ANGSTROEM)
C -0.0134 -1.2099 0.5507  -0.78
C 1.1690 -1.5481 -0.3298  -1.06
C -0.7677 0.3567 0.5258  1.02
C -1.4592 0.0006 -1.0338  0.05
C 0.2948 1.3925 0.3043  -0.33
C 0.2966 2.5157 1.0105  -0.82
N -1.5847 -0.6295 -2.0236  -0.25
O -1.6159 0.4831 1.4320  -0.75
H -1.7998 -0.4730 -2.9949  0.31
H -0.8408 -1.9120 0.4463  0.42
H 0.2671 -1.1825 1.6040  0.35
H 1.0053 1.2271 -0.4962  0.31
H 2.0100 -0.8783 -0.1539  0.31
H 0.9230 -1.5357 -1.3916  0.27
H 1.5179 -2.5562 -0.0942  0.37
H 1.0118 3.3059 0.8302  0.28
H -0.4141 2.6435 1.8142  0.29


The structure with the most favorable energy is Q; the runner-up is 3.1 kcal/mol above it.


P | Below is a molecular structure, C6H9NO, with properties calculated with wB97M-V/def2-TZVPD.

As for the multiplicity: 1. For the HOMO energy (alpha / beta), the calculation gives -8.458 / -8.456 eV.

Last column: Mulliken charge in e.
CARTESIAN COORDINATES (ANGSTROEM)
C 1.8536 -0.4659 -0.7960  -1.41
C 0.4233 -0.1014 -1.2078  1.51
C -0.7669 1.1576 0.2327  0.25
N -1.6072 1.6911 1.1070  -0.44
C 0.0669 1.3285 -0.7521  -0.84
C -0.7392 -0.7662 0.1183  -0.73
C -0.3437 -1.5238 1.1523  -0.62
O 0.0022 -0.4507 -2.3469  -0.72
H -2.5851 1.4272 1.0687  0.28
H -1.2693 1.8651 2.0453  0.27
H 0.3658 2.2444 -1.2467  0.42
H -1.6772 -1.0033 -0.3812  0.42
H 2.5390 -0.0100 -1.5135  0.39
H 2.1086 -0.1121 0.2049  0.36
H 1.9535 -1.5511 -0.8330  0.33
H -0.9360 -2.3623 1.5064  0.28
H 0.6117 -1.3670 1.6416  0.23


Q | Below is a single C6H9NO molecule, with properties calculated with wB97M-V/def2-TZVPD.

As for the multiplicity: 1. Its structure (SMILES) is C1[C@@H]2N[C@@H]3C[C@H]3O[C@@H]12. For the HOMO energy, the calculation gives -8.678 eV.

Last column: Mulliken charge in e.
CARTESIAN COORDINATES (ANGSTROEM)
C 2.4689 0.0844 0.1105  -0.77
C 1.1245 -0.6020 0.2544  -0.05
N 0.1284 -1.5686 -0.2756  -0.49
C -1.0100 -0.7647 0.1852  0.09
C -2.4601 -0.0150 0.1080  -0.79
C -1.1607 0.6293 -0.2516  0.14
O -0.0759 1.5993 0.2060  -0.47
C 1.0311 0.6653 -0.2807  -0.22
H 2.9920 -0.0390 -0.8060  0.29
H 2.8267 0.2163 1.0917  0.31
H 1.0990 -0.6577 1.3280  0.21
H 0.2439 -1.4745 -1.2607  0.36
H -0.9626 -0.8840 1.3856  0.15
H -3.1111 -0.0156 -0.7011  0.31
H -3.0233 -0.2082 1.1295  0.23
H -1.2332 0.6957 -1.3388  0.24
H 0.9145 0.5696 -1.3008  0.46


R | Below is 2 unconnected molecules or ions with the total composition C6H9NO, with properties calculated with wB97M-V/def2-TZVPD.

As for the multiplicity: 1. Its structure (SMILES) is C[C@@H]1CO1.C=CC#N. For the HOMO energy, the calculation gives -8.128 eV.

Last column: Mulliken charge in e.
CARTESIAN COORDINATES (ANGSTROEM)
C 2.3063 1.0936 -1.5376  -1.14
C 1.2187 0.2280 -0.9957  0.13
C 1.6152 -0.0516 0.7840  -0.52
O 1.4113 -0.9115 -0.2765  -0.34
H 2.1097 2.1518 -1.3477  0.26
H 3.2579 0.8338 -1.0708  0.33
H 2.3804 0.9651 -2.6220  0.32
H 0.2609 0.2355 -1.5071  0.39
H 0.8299 0.5111 1.2614  0.24
H 2.5552 -0.1445 1.3121  0.33
C -3.2815 -1.4638 1.0221  -0.76
C -2.1107 -0.8387 0.9030  0.07
C -2.0089 0.5352 0.5504  0.25
N -1.8201 1.5818 0.1074  -0.41
H -3.3420 -2.4279 1.5082  0.27
H -4.1999 -0.9723 0.7272  0.29
H -1.1824 -1.3256 1.1815  0.30


The structure with the most favorable energy is R; the runner-up is 7.0 kcal/mol above it.


P | Below is a single C6H9NO molecule, with properties calculated with wB97M-V/def2-TZVPD.

As for the multiplicity: 1. Its structure (SMILES) is O[C@@H]1CN2CC=C[C@@H]12. For the HOMO energy, the calculation gives -8.812 eV.

Last column: Mulliken charge in e.
CARTESIAN COORDINATES (ANGSTROEM)
O 2.7569 0.0933 -0.3863  -0.59
C 1.4099 0.2779 0.4148  -0.28
C 0.7117 -1.0340 0.7437  -0.61
N -0.0003 -0.8030 -0.4822  -0.12
C -1.3932 -0.9238 -0.4898  -0.54
C -1.9457 0.4419 -0.0194  -0.46
C -0.8198 1.2179 0.1586  -0.40
C 0.2005 0.5488 -0.6868  0.06
H 2.9174 0.8061 -1.1254  0.31
H 1.5265 0.9558 1.1837  0.39
H 1.4976 -1.6954 0.4589  0.36
H 0.0929 -1.0798 1.6042  0.40
H -1.6444 -1.2950 -1.6718  0.29
H -1.8934 -1.4035 0.4827  0.21
H -2.9121 0.6433 0.4780  0.36
H -0.8742 2.2258 1.0282  0.21
H 0.3695 1.0239 -1.6911  0.39


Q | Below is a molecular structure, C6H9NO, with properties calculated with wB97M-V/def2-TZVPD.

As for the multiplicity: 1. For the HOMO energy, the calculation gives -6.798 eV.

Last column: Mulliken charge in e.
CARTESIAN COORDINATES (ANGSTROEM)
C 0.3770 -0.9856 -0.7104  -0.40
C 2.3199 0.2886 0.4866  -1.22
C -2.0205 -0.9708 0.4969  -1.26
C -0.6861 1.0610 -0.4294  0.18
C 1.1150 0.2489 -0.3748  0.81
C -0.8706 -0.2844 -0.1518  0.38
O -1.5931 2.0185 -0.1924  -0.50
N 0.5678 1.3911 -0.8729  -0.81
H -1.1622 2.8645 -0.3815  0.37
H 0.6772 -1.8562 -0.1279  0.31
H 0.3266 -1.2359 -1.7751  0.23
H 2.3826 1.2399 1.0133  0.35
H 3.1907 0.2197 -0.1757  0.32
H 2.3627 -0.5481 1.1833  0.34
H -2.7563 -0.2352 0.8229  0.32
H -1.7109 -1.5482 1.3748  0.28
H -2.5199 -1.6677 -0.1858  0.29


R | Below is a single C6H9NO molecule, with properties calculated with wB97M-V/def2-TZVPD.

As for the multiplicity: 1. Its structure (SMILES) is CC(=O)CC(C)=C=N. For the HOMO energy, the calculation gives -8.333 eV.

Last column: Mulliken charge in e.
CARTESIAN COORDINATES (ANGSTROEM)
C -1.2356 1.5587 -1.1411  -1.22
C -1.3355 0.2424 -0.4188  0.75
O -2.2468 -0.0576 0.3153  -0.57
C -0.2229 -0.7823 -0.8322  -0.74
C 0.6911 -0.6372 0.3512  0.40
C 0.4857 -1.5792 1.5022  -1.28
C 1.4088 0.4563 0.4875  0.35
N 2.1027 1.4516 0.6287  -0.60
H -1.4418 1.4022 -2.1957  0.32
H -1.9557 2.2635 -0.7400  0.32
H -0.2360 1.9643 -1.0466  0.33
H -0.6169 -1.7966 -0.8772  0.36
H 0.2520 -0.4769 -1.7632  0.33
H 1.1222 -1.3125 2.3498  0.39
H 0.7025 -2.6053 1.1913  0.31
H -0.5624 -1.5273 1.8195  0.27
H 3.0885 1.4360 0.3695  0.26


The structure with the most favorable energy is R; the runner-up is 31.4 kcal/mol above it.